87
Properties=species:S:1:pos:R:3:forces:R:3:mulliken_charge:R:1 method="wB97M-V/def2-TZVPD" total_charge=+4 s2=0.78 de_lowest_ev=0.000 multiplicity=2 lumo_energy_ev="-12.28 / -13.75"
C -1.6034 -1.6597 -0.0159 -0.004 -0.021 0.175 0.223
C 1.3258 -3.8142 1.1211 -0.033 0.025 -0.003 0.753
H -5.8368 0.9458 4.8876 -0.012 -0.006 0.004 0.366
C -4.1185 0.5443 2.4072 -0.001 -0.010 0.074 -0.841
H 2.8539 -3.2557 2.5525 0.005 -0.086 -0.039 0.485
C 3.6312 1.8145 -2.4018 -0.135 -0.126 0.011 0.310
O -0.3274 1.2003 0.5800 -0.139 0.118 0.000 -0.554
H 0.6276 4.8791 -5.5408 0.010 0.002 0.005 0.418
H 5.3377 3.5574 -3.0935 0.023 0.000 0.029 0.314
S -0.0350 -0.4255 -1.8487 0.908 0.780 0.364 1.399
H 2.0165 -0.9875 2.8649 -0.075 0.044 -0.011 0.583
C -2.7754 -0.4695 -1.8062 0.225 -0.005 -0.047 -0.451
C 0.1613 -3.3797 0.4196 0.001 -0.234 -0.060 1.173
Ir 1.1876 1.1409 -0.8219 -0.115 -0.255 -0.455 1.200
C -1.8625 -0.1110 3.8928 0.024 -0.037 -0.020 -0.819
C 3.3523 2.0242 1.3220 -0.025 -0.218 0.152 0.806
H 1.5601 -6.9779 -0.0929 -0.058 -0.009 -0.048 0.463
C -5.3010 -2.2141 0.3029 0.008 -0.083 0.096 -0.665
H 3.6344 2.7756 -1.8890 0.040 0.025 -0.018 0.393
C 0.0302 -5.5443 -0.6604 0.010 -0.087 -0.028 -0.945
C -2.8498 -2.1135 0.4721 -0.057 -0.039 -0.075 0.956
H -4.9976 0.8346 1.8435 -0.004 0.017 0.002 0.524
H 0.9397 2.5277 -5.5612 0.002 -0.014 0.004 0.495
C 1.9746 -2.9320 2.0111 -0.147 0.048 -0.113 -1.221
C -4.2711 0.0907 3.7212 -0.010 0.022 -0.087 0.590
C -0.3391 -2.0715 0.6500 0.078 0.052 0.014 -0.707
H 6.5577 2.2676 -2.9145 0.013 -0.006 -0.024 0.355
N 4.5926 1.5903 -3.2425 0.080 0.099 0.037 0.152
C -1.6066 -0.8402 -1.1487 -0.249 -0.054 0.102 0.887
C -2.9459 -2.9265 1.6243 -0.012 0.022 0.008 -0.660
C 1.1755 -5.9768 0.0481 0.021 -0.015 0.010 -0.742
C 4.7253 0.3315 -3.9829 0.012 0.006 0.034 -0.901
H 5.6869 -0.1173 -3.7383 -0.001 -0.006 -0.013 0.368
H -1.3333 -3.9846 -1.0503 0.016 0.032 0.020 0.525
C 0.0141 4.9041 -4.6440 -0.001 -0.005 0.012 -1.452
H -1.3224 2.1309 -1.1639 0.030 0.058 0.027 0.063
H 0.8837 0.3197 -4.4411 0.012 0.004 -0.018 0.577
C -4.1958 -3.3726 2.0948 0.020 0.003 0.006 -0.875
H -1.0279 4.3535 -2.2117 0.001 -0.008 0.007 0.558
C 1.8036 -5.1307 0.9111 0.109 -0.047 0.070 -1.032
H -4.9186 -0.6623 -1.8292 0.046 0.041 -0.047 0.544
C -2.8672 0.6618 1.8249 0.075 0.113 0.113 -0.092
C -0.5952 3.4793 -2.6813 -0.038 0.000 -0.015 -1.561
H 6.2604 2.0834 3.5561 0.009 -0.001 0.012 0.252
H 0.3668 5.6964 -3.9826 0.000 0.002 -0.001 0.392
H -4.2502 -3.9993 2.9761 0.098 -0.001 -0.004 0.546
C 0.5164 2.4303 -4.5691 0.044 -0.248 -0.017 -0.794
C 5.6613 2.5817 -3.4464 -0.056 -0.051 -0.016 -0.826
N 2.5017 1.7736 0.5419 -0.234 -0.126 -0.250 -0.106
N 3.6002 3.8741 3.5312 -0.005 -0.078 -0.047 -0.311
C -0.1462 1.1025 -2.7000 -0.061 -0.329 0.450 0.394
H 5.8181 3.3206 4.6825 0.012 0.015 0.009 0.223
H -2.7590 1.0390 0.8165 -0.002 0.008 0.024 0.548
H -2.0464 -3.2108 2.1571 -0.009 -0.003 -0.018 0.580
H -6.4124 -0.1178 3.6125 -0.012 0.012 0.000 0.393
O 2.7073 0.9583 -2.1771 -0.124 0.033 0.129 -0.890
C 4.4884 2.9541 3.1718 0.020 0.116 0.123 0.697
C -5.6271 0.0153 4.3552 0.018 -0.011 0.000 -1.670
H 3.7599 4.4870 4.3166 0.011 0.006 0.011 0.230
C 0.4825 1.2067 -3.9679 0.056 0.246 -0.233 -1.096
H -0.9830 -0.3416 4.4838 -0.003 -0.008 0.003 0.510
H 2.7812 4.0447 2.9740 -0.003 0.029 -0.002 0.180
C -0.0121 3.5907 -3.9384 -0.060 0.111 0.097 0.773
H -0.4645 -6.2092 -1.3561 0.067 -0.062 0.022 0.485
H -3.2218 -0.5751 5.4730 0.008 0.002 0.002 0.487
C 0.3439 -1.2347 1.5138 -0.021 0.336 0.181 1.568
H 4.6991 0.5492 -5.0493 0.000 -0.018 -0.004 0.362
H -1.0034 5.1767 -4.9392 0.000 -0.008 -0.013 0.354
H -5.6847 -0.7926 5.0830 -0.003 0.003 0.011 0.433
C 1.5011 -1.6608 2.1905 0.159 0.001 0.072 -1.437
N 5.5931 2.7733 3.8659 -0.028 -0.046 -0.049 -0.339
C -0.4624 -4.2886 -0.4815 -0.100 0.241 0.022 -0.986
S -0.1097 0.4515 1.9372 0.169 -0.365 -0.092 0.210
C -4.0476 -1.7407 -0.1949 0.065 -0.049 -0.016 0.558
C -5.3605 -3.0263 1.4393 -0.067 0.058 -0.082 -0.799
H -6.2098 -1.9366 -0.2196 -0.003 -0.020 0.021 0.551
C -3.9987 -0.9271 -1.3218 -0.178 -0.041 0.023 -1.103
N 4.3325 2.1692 2.0805 0.012 0.081 -0.168 -0.624
H -2.7396 0.1438 -2.6977 -0.035 -0.006 -0.007 0.711
C -0.7082 2.2454 -2.0470 0.028 -0.190 -0.185 0.662
H 2.6807 -5.4621 1.4528 0.000 0.039 0.006 0.497
C -1.7490 0.3247 2.5774 -0.160 0.036 -0.102 0.927
C -3.1242 -0.2404 4.4477 -0.019 -0.027 0.016 -0.985
O 0.5920 -1.5410 -2.5022 -0.207 0.105 -0.115 -0.603
H 3.9234 -0.3466 -3.7135 0.002 -0.005 0.002 0.257
H -6.3117 -3.3889 1.8073 -0.032 0.043 -0.066 0.512
H 5.8803 2.6413 -4.5098 -0.006 0.029 -0.004 0.316

=====

96
Properties=species:S:1:pos:R:3:forces:R:3:mulliken_charge:R:1 method="wB97M-V/def2-TZVPD" total_charge=+1 lumo_energy_ev=-4.83
C 4.2067 1.9229 0.8611 -0.008 0.025 0.065 -0.854
H 5.3755 5.9265 -5.6777 -0.007 -0.063 0.037 0.367
H -1.2890 2.2248 2.1136 0.143 0.476 -0.365 0.332
H 7.3761 2.5372 -3.9666 -0.050 -0.012 -0.005 0.399
N -4.6619 -0.4658 1.4000 0.282 -1.384 1.145 0.454
C 4.1236 4.5014 -4.6715 0.225 -0.047 -0.008 -0.400
H 4.3575 1.1464 -1.1366 -0.144 -0.019 0.148 0.516
C 4.0780 3.3022 -3.9722 -0.211 -0.136 0.123 -0.304
C -6.4578 6.6265 5.4900 0.101 -0.191 -0.132 -0.397
H -6.0007 4.9185 6.7099 0.002 0.038 -0.063 0.380
H 5.3925 -4.1643 -4.0935 0.054 -0.170 -0.146 0.171
C -4.4268 -3.2426 4.1125 -0.444 1.353 -0.286 -1.287
F -5.9944 6.8928 1.9112 0.028 -0.017 -0.123 -0.298
C -6.5517 -1.3422 2.9254 1.726 0.707 -1.150 -0.661
O -7.5657 1.0251 1.5586 1.325 -2.210 0.083 -0.495
C -5.5440 5.0931 3.3586 -0.019 0.050 -0.088 -0.117
C -2.3242 -1.2532 1.4076 -2.152 0.081 0.807 -0.016
H -2.7066 -4.2887 0.5246 0.448 -0.249 0.760 0.159
H -4.1640 1.0441 -1.2676 -0.143 0.008 1.093 0.171
H 6.0698 -7.2088 -7.9356 0.021 0.061 0.039 0.364
C 3.9739 -3.4347 -0.6348 -0.251 -0.060 0.047 -0.423
C -5.9999 5.3319 5.7081 -0.007 -0.057 0.067 -0.497
H -6.8196 7.2216 6.3197 0.032 -0.007 -0.072 0.371
C 1.5376 1.2396 0.7137 0.951 0.240 0.052 0.544
C -1.5280 -3.1207 3.0103 0.078 -0.374 0.180 0.062
H 3.1379 2.8991 -3.6157 0.045 -0.008 0.016 0.391
F 7.7174 -4.0250 -5.2201 0.068 0.083 0.048 -0.289
C -6.4516 7.1586 4.2070 -0.087 0.234 -0.049 -0.384
H 7.8893 -5.6753 -7.2079 -0.016 0.016 0.049 0.423
C 5.9159 -6.5394 -7.0979 -0.129 0.127 0.198 -0.448
H -5.3163 -3.8511 3.8064 0.864 0.243 0.402 0.420
C -2.6842 -2.2269 2.4734 -1.590 1.845 -1.563 0.232
S -1.4324 -4.5490 0.9870 -0.033 -0.382 -0.181 -0.013
C 2.0220 1.8292 1.8664 -0.284 -0.015 0.146 -0.451
H 7.3942 -2.3917 -2.1000 -0.077 -0.035 -0.028 0.442
C 6.4360 -2.6882 -1.6908 -0.128 -0.060 0.158 -0.407
C 5.1347 -3.6345 0.1015 0.087 0.110 -0.194 -0.424
C 4.5008 -5.6754 -5.3496 0.175 -0.074 -0.174 -0.458
H 3.0059 -3.7140 -0.2366 0.016 0.003 -0.045 0.494
C 6.4716 3.0955 -4.1746 0.214 -0.176 0.076 -0.468
F 0.2272 0.9034 0.6392 -0.175 -0.385 0.004 -0.064
C 2.3620 0.9850 -0.3647 -0.232 -0.136 -0.239 -0.458
H -5.1969 4.5057 2.5243 0.050 -0.126 -0.028 -0.050
O -3.8247 2.4326 2.0547 1.587 0.296 -1.834 -0.507
H 5.3157 -2.0625 -3.4238 -0.034 0.057 0.058 0.716
C -5.9971 6.3833 3.1563 -0.027 -0.169 0.554 0.600
O -3.4816 4.0794 0.1155 1.444 -1.674 0.514 -0.526
C -4.8135 -2.3375 5.3652 0.105 0.126 0.022 0.039
C 4.6976 -6.5304 -6.4276 -0.063 -0.067 -0.039 -0.466
P -7.8025 -0.6265 1.7503 -3.907 0.961 -0.194 0.716
H -3.5545 -3.9095 4.3661 -1.008 0.617 -0.264 0.512
C 6.9364 -5.6884 -6.6934 0.242 0.010 -0.111 -0.390
C 6.7283 -4.8464 -5.6160 -0.441 -0.391 -0.193 0.116
C 3.3673 2.1684 1.9422 0.030 -0.074 -0.230 -0.510
O -9.1660 -0.8074 2.3090 1.798 -0.325 -0.217 -0.686
C 6.3646 -3.2585 -0.4260 0.063 -0.023 0.073 -0.590
H -6.8549 -2.3829 3.2197 0.163 1.135 -0.339 0.316
H -6.7961 8.1679 4.0194 0.009 -0.044 -0.033 0.427
H -5.3687 0.1706 1.0127 0.465 0.043 0.164 0.307
O -1.5556 -4.5069 2.6981 -0.964 1.861 -0.964 -0.306
F 5.2108 1.4546 -3.0464 0.067 -0.163 -0.069 -0.183
H 3.5498 -5.6658 -4.8301 0.072 0.020 0.004 0.372
C -4.0626 -2.2431 2.9499 1.000 -0.075 -0.548 0.591
C 5.2535 2.6158 -3.7301 0.029 0.631 -0.377 0.374
H 7.2690 -3.4110 0.1513 -0.057 0.009 -0.046 0.403
H 5.0805 -4.0826 1.0864 -0.030 0.031 -0.058 0.385
C 5.3403 4.9929 -5.1285 0.024 0.073 -0.045 -0.530
H 3.2099 5.0524 -4.8596 0.038 -0.062 0.014 0.354
O -0.6293 -2.6629 3.6331 -0.582 0.043 -0.125 -0.419
H -7.4711 1.4566 2.4296 -0.233 -0.036 -0.394 0.339
H -5.5124 -2.7172 6.1675 0.596 -0.251 -0.756 0.393
H 5.2548 2.1918 0.9197 -0.070 -0.022 -0.011 0.419
H 1.9546 0.5169 -1.2532 0.004 0.008 0.021 0.472
H -1.2923 -1.1643 0.9907 -1.045 -0.128 0.456 0.474
P -3.0310 0.9283 -0.3974 1.741 -0.706 -1.114 -0.289
H 3.7605 2.6240 2.8428 -0.068 -0.018 -0.041 0.384
H -6.5326 -0.6517 3.8215 -0.325 -0.809 -0.815 0.340
C -5.0806 -1.3277 2.3782 1.946 -1.357 0.668 0.584
C 6.5141 4.2893 -4.8831 -0.262 -0.001 0.049 -0.377
O -7.6766 -1.2515 0.2178 0.888 1.549 1.787 -0.478
H -4.2735 4.3343 0.6360 0.428 -0.029 -0.233 0.358
H -5.1791 3.5580 4.8133 0.026 0.056 -0.066 0.428
O -1.3421 2.8417 1.3503 -2.195 0.183 -0.913 -0.415
H -8.0938 -0.6253 -0.4138 0.141 -0.470 0.348 0.356
F 2.9338 -2.6810 -2.6118 -0.121 0.017 -0.058 -0.395
H 3.9007 -7.1919 -6.7472 0.052 0.041 0.021 0.370
C -3.3621 -0.3867 0.9094 0.089 -0.279 0.643 -0.546
C 5.2773 -2.4978 -2.4327 -0.072 0.258 -0.156 -0.516
C 3.7043 1.3338 -0.2933 0.025 0.031 0.207 -0.238
C 5.5239 -4.8316 -4.9370 -0.031 0.172 0.190 0.218
H 7.4616 4.6713 -5.2431 -0.040 -0.049 0.046 0.363
C -5.5400 4.5657 4.6431 -0.117 0.163 0.083 -0.547
P -2.9069 2.7343 0.8657 -2.524 0.373 3.412 0.913
O -4.4086 -1.2041 5.4614 -0.216 -0.775 -0.282 -0.407
H 1.3513 2.0203 2.6958 0.042 -0.011 0.002 0.306
C 4.0584 -2.8706 -1.8953 0.569 -0.063 0.388 0.348